Record 1
The following is a DFT calculation (ωB97M-V/def2-TZVPD) of C32H38AsN4O2PReSSe as an isolated structure.

Results
charge	+3
E_HOMO (alpha / beta)	-15.83 / -15.86	eV
relative energy (zero: lowest compared OMol25 entry of this formula, charge and spin)	0.0	kcal per mole
LUMO level (alpha / beta)	-0.3302 / -0.3372	hartree
Kohn-Sham gap (alpha / beta)	6.84 / 6.68	eV
calculated total energy	-192270.11554	eV

```
81
Properties=species:S:1:pos:R:3:forces:R:3:lowdin_charge:R:1
Re 0.710581 -0.033977 0.440031 0.6 0.3 -0.1 0.655
O -1.450722 0.807571 2.130829 0.0 0.1 0.0 -0.057
N -1.361475 0.132469 0.915036 0.0 0.0 -0.1 -0.217
C -2.472343 -0.222019 0.389341 0.0 0.1 0.1 -0.055
C -2.687135 -0.829895 -0.906739 0.0 -0.1 -0.1 -0.196
C -3.986902 -1.310537 -1.104988 0.0 0.0 0.0 -0.001
C -4.354725 -1.919643 -2.290708 0.0 0.0 0.0 -0.017
C -3.416110 -2.047534 -3.300406 0.0 0.0 0.0 -0.009
C -2.125846 -1.564134 -3.117295 0.0 0.0 0.0 -0.064
C -1.735538 -0.942348 -1.934445 0.0 0.0 -0.1 -0.270
P -0.006070 -0.348541 -1.839533 0.1 -0.1 0.3 0.950
C 0.840102 -1.747772 -2.648459 0.1 0.1 0.0 -0.385
C 1.045254 -2.908575 -1.903009 0.0 0.0 0.0 -0.120
C 1.561972 -4.046030 -2.504119 0.0 0.0 0.0 -0.057
C 1.882942 -4.032261 -3.856097 0.0 0.0 0.0 -0.048
C 1.685584 -2.879185 -4.603786 0.0 0.0 0.0 -0.049
C 1.162425 -1.739869 -4.006025 0.0 0.0 0.1 -0.105
C 0.118383 0.999641 -3.053550 0.0 0.0 0.0 -0.373
C -0.940612 1.395795 -3.865781 -0.1 0.0 0.1 -0.070
C -0.740857 2.341539 -4.865078 0.0 0.0 0.0 -0.043
C 0.517913 2.886804 -5.069395 0.0 0.0 0.0 -0.045
C 1.578247 2.502278 -4.255509 0.0 0.0 0.0 -0.066
C 1.375730 1.573048 -3.248386 0.0 0.0 0.0 -0.141
H -2.237297 0.497228 2.609088 0.0 0.0 0.0 0.127
H -3.374971 -0.034253 0.970088 0.0 0.0 0.0 0.154
H -4.715262 -1.212823 -0.309235 0.0 0.0 0.0 0.128
H -5.361507 -2.290863 -2.422206 0.0 0.0 0.0 0.129
H -3.679610 -2.524764 -4.234668 0.0 0.0 0.0 0.129
H -1.411927 -1.686246 -3.920592 0.0 0.0 0.0 0.112
H 0.775887 -2.941316 -0.852177 0.0 0.0 0.0 0.087
H 1.700601 -4.948547 -1.923430 0.0 0.0 0.0 0.119
H 2.276658 -4.923190 -4.326926 0.0 0.0 0.0 0.122
H 1.924505 -2.869579 -5.658917 0.0 0.0 0.0 0.122
H 1.002379 -0.853427 -4.606503 0.0 0.0 0.0 0.112
H -1.924591 0.960279 -3.743477 0.0 0.0 0.0 0.106
H -1.568770 2.634061 -5.497391 0.0 0.0 0.0 0.122
H 0.676342 3.601691 -5.865774 0.0 0.0 0.0 0.122
H 2.565354 2.915665 -4.422804 0.0 0.0 0.0 0.116
H 2.204554 1.273825 -2.613885 0.0 0.0 0.0 0.075
O 0.593530 -0.943312 2.282418 -0.4 0.2 0.1 -0.354
N 1.456266 -1.200010 3.280480 0.2 -0.2 -0.2 -0.191
C 1.525159 -2.459930 3.738004 0.0 0.0 0.0 0.020
C 2.332155 -2.750840 4.815260 0.0 0.0 0.0 0.010
C 3.063559 -1.735007 5.413832 0.0 0.0 0.0 0.003
C 2.966329 -0.443372 4.914288 0.0 0.0 0.0 0.006
C 2.148122 -0.193241 3.836285 0.0 0.0 0.0 -0.019
H 0.911239 -3.176756 3.214383 0.0 0.0 0.0 0.154
H 2.373334 -3.767004 5.179718 0.0 0.0 0.0 0.134
H 3.695831 -1.945373 6.265290 0.0 0.0 0.0 0.134
H 3.509889 0.376134 5.361460 0.0 0.0 0.0 0.133
H 1.990599 0.780427 3.397096 0.0 0.0 0.0 0.133
C 2.551114 4.598867 -1.478936 0.0 0.0 0.0 -0.003
N 1.095576 4.466627 -1.448990 0.0 0.0 0.0 -0.106
C 0.239567 5.308083 -2.117567 0.0 0.0 0.0 0.007
C -1.017001 4.911347 -1.819814 0.0 0.0 0.0 0.010
N -0.908966 3.840067 -0.963569 0.0 0.0 0.0 -0.088
C -2.052661 3.181404 -0.352038 0.0 0.0 0.0 0.022
C 0.383375 3.567175 -0.752217 0.0 0.0 -0.2 -0.535
Se 1.260221 2.256743 0.372982 -0.2 -0.2 -0.1 0.762
H 2.833381 5.078731 -2.411915 0.0 0.0 0.0 0.109
H 3.008615 3.614336 -1.427709 0.0 0.0 0.0 0.044
H 2.891122 5.205433 -0.641669 0.0 0.0 0.0 0.114
H 0.596800 6.112503 -2.736379 0.0 0.0 0.0 0.149
H -1.972204 5.305218 -2.119723 0.0 0.0 0.0 0.149
H -2.542036 2.532649 -1.077549 0.0 0.0 0.0 0.103
H -2.750112 3.941533 -0.006776 0.0 0.0 0.0 0.118
H -1.702760 2.613765 0.500807 0.0 -0.1 0.1 0.054
C 5.972793 -1.729332 -0.027360 0.0 0.0 0.0 -0.229
As 4.560234 -0.686918 -0.795407 0.1 0.0 0.0 0.831
C 5.120112 1.150835 -0.862279 0.0 0.0 0.0 -0.223
C 4.291313 -1.281701 -2.592676 0.0 0.0 0.0 -0.210
S 2.936589 -0.917423 0.625469 -0.3 0.0 0.0 0.233
H 6.838324 -1.691477 -0.688022 0.0 0.0 0.0 0.061
H 5.630986 -2.757034 0.079657 0.0 0.0 0.0 0.053
H 6.231344 -1.321177 0.947612 0.0 0.0 0.0 0.053
H 6.139784 1.190681 -1.244854 0.0 0.0 0.0 0.061
H 5.082055 1.574134 0.139270 0.0 0.0 0.0 0.050
H 4.460555 1.703057 -1.529397 0.0 0.0 0.0 0.016
H 5.225324 -1.104127 -3.127338 0.0 0.0 0.0 0.067
H 3.484789 -0.724718 -3.057410 0.0 0.0 0.0 0.017
H 4.052550 -2.342716 -2.593617 0.0 0.0 0.0 0.047
```
Forces are in eV/Å.


Record 2
The following is a DFT calculation (ωB97M-V/def2-TZVPD) of C64H51IN8O4PRbS as an isolated structure.

Results
charge	-2
E_HOMO	-1.62	eV
relative energy (zero: lowest compared OMol25 entry of this formula, charge and spin)	10.3	kcal per mole
LUMO level	0.1302	hartree
Kohn-Sham gap	5.16	eV
calculated total energy	-116192.38273	eV

```
131
Properties=species:S:1:pos:R:3:forces:R:3:lowdin_charge:R:1
Rb 0.252856 -0.443673 -0.379938 -0.2 0.7 0.2 0.708
O 1.870348 0.419734 -4.217428 0.0 0.0 0.0 -0.049
C 1.356505 0.977083 -3.221397 0.0 0.0 0.0 -0.561
N 1.878968 1.309624 -2.057482 0.0 -0.1 0.1 0.040
C 3.276800 1.216424 -1.928127 0.0 0.0 0.0 -0.236
C 4.089423 1.757190 -2.933312 0.0 0.0 0.0 -0.054
C 5.470562 1.777871 -2.850696 0.0 0.0 0.0 -0.137
C 6.082324 1.232138 -1.731888 0.0 0.0 0.0 -0.140
C 5.305706 0.708216 -0.710102 0.1 0.0 0.0 -0.048
C 3.898197 0.690367 -0.759152 0.0 0.1 0.0 -0.224
N 3.096689 0.132585 0.249389 -0.1 -0.3 -0.1 0.060
C 3.600404 -0.089084 1.448012 -0.1 0.3 0.1 -0.513
O 4.708037 0.247443 1.942844 0.0 0.0 0.1 -0.076
C 2.671518 -0.799934 2.444932 0.0 0.0 0.0 -0.186
C 3.094236 -0.896566 3.772125 0.0 0.0 0.0 -0.027
C 2.307655 -1.575879 4.686700 0.0 -0.1 -0.1 -0.089
C 1.126448 -2.161674 4.257673 0.2 -0.1 -0.1 -0.106
C 0.772696 -2.007029 2.926094 0.1 -0.1 -0.1 -0.195
N 1.512580 -1.328857 2.052386 0.1 -0.3 -0.2 0.060
C -0.119494 1.357808 -3.397737 0.0 0.0 0.0 -0.204
C -0.624700 1.352009 -4.701186 0.0 0.0 0.0 -0.017
C -1.935292 1.724866 -4.924721 0.0 0.0 0.0 -0.081
C -2.722453 2.087262 -3.839444 0.0 0.0 0.0 -0.075
C -2.146771 2.038070 -2.582184 0.0 0.0 0.0 -0.163
N -0.884294 1.682644 -2.352793 0.1 0.1 0.0 0.082
H 3.595882 2.149178 -3.812864 0.0 0.0 0.0 0.101
H 6.057595 2.203418 -3.658060 0.0 0.0 0.0 0.078
H 7.163919 1.215782 -1.642447 0.0 0.0 0.0 0.078
H 5.781018 0.300047 0.167338 0.0 0.0 0.0 0.083
H 4.043036 -0.451212 4.034329 0.0 0.0 0.0 0.102
H 2.622841 -1.661976 5.721707 0.0 0.0 0.0 0.099
H 0.487041 -2.724038 4.926411 0.1 -0.1 -0.1 0.092
H -0.138624 -2.452330 2.539076 0.0 0.0 0.0 0.094
H 0.044354 1.039138 -5.490014 0.0 0.0 0.0 0.106
H -2.344468 1.726973 -5.928938 0.0 0.0 0.0 0.096
H -3.758973 2.379977 -3.952276 0.0 0.0 0.0 0.095
H -2.731922 2.281595 -1.707704 -0.1 0.0 0.1 0.059
C -0.614780 -0.366391 6.508426 -0.1 0.0 0.0 -0.059
N 0.199279 0.608424 5.825755 0.0 0.1 0.0 -0.133
C 1.264038 1.305936 6.364610 -0.1 -0.1 -0.1 -0.065
C 1.766723 2.074560 5.386027 0.0 0.0 0.0 -0.053
N 1.004826 1.859429 4.247272 0.0 0.1 0.0 0.024
C 0.014203 0.943091 4.512702 0.0 -0.1 0.0 -0.693
S -1.171459 0.269763 3.551123 -0.1 0.2 0.2 0.608
C 1.354764 2.417236 2.978658 0.1 -0.1 0.1 -0.272
C 2.696978 2.641398 2.709004 0.1 -0.1 -0.1 -0.015
C 3.029630 3.120961 1.455401 0.0 -0.1 -0.1 -0.045
C 2.022866 3.325366 0.528484 0.1 0.0 0.0 -0.048
C 0.721222 3.070940 0.917676 -0.2 0.1 -0.2 -0.150
N 0.371924 2.654760 2.133969 0.0 0.0 0.0 0.101
H -0.241178 -0.470240 7.526077 0.0 0.0 0.0 0.087
H -0.563823 -1.323445 5.987881 0.0 0.1 0.1 0.056
H -1.657183 -0.047737 6.518514 0.0 0.0 0.0 0.081
H 1.568264 1.188347 7.388840 0.0 0.0 0.0 0.111
H 2.586924 2.767057 5.395074 0.0 0.0 0.0 0.116
H 3.476293 2.317987 3.384263 0.0 0.0 0.0 0.107
H 4.070842 3.215491 1.176123 0.0 0.0 0.0 0.119
H 2.235605 3.593017 -0.495260 0.0 0.0 0.0 0.105
H -0.088123 3.171872 0.201360 0.0 0.0 0.0 0.076
I -2.884216 2.105250 1.456013 -0.1 0.2 0.0 1.062
C -4.433421 2.516226 0.095289 0.1 0.2 0.1 -0.637
C -4.620048 3.829151 -0.246900 -0.1 0.0 0.0 -0.175
C -5.786900 4.248374 -0.920694 0.0 -0.1 0.0 -0.090
C -6.793016 3.354371 -1.139784 0.1 0.0 0.0 -0.054
C -6.631841 1.990755 -0.788320 -0.1 0.0 -0.1 -0.172
C -7.721516 1.090781 -0.900097 0.0 0.0 0.0 -0.046
C -7.586847 -0.207923 -0.506004 0.1 0.1 0.0 -0.071
C -6.313563 -0.688769 -0.135611 0.0 -0.1 0.0 -0.093
C -5.206420 0.120084 -0.111934 0.0 -0.2 0.0 -0.307
P -3.511274 -0.643526 -0.189791 0.1 -0.3 0.0 1.032
C -3.616291 -1.685751 -1.704899 -0.1 0.0 0.0 -0.340
C -2.605334 -1.466690 -2.636724 0.1 -0.1 0.0 -0.101
C -2.550012 -2.185985 -3.824499 0.0 0.0 0.0 -0.057
C -3.509173 -3.146241 -4.090178 0.0 0.1 0.0 -0.102
C -4.507810 -3.400501 -3.155777 0.0 0.0 0.0 -0.096
C -4.556819 -2.680691 -1.974959 0.0 -0.1 0.0 -0.085
C -3.640338 -1.862572 1.168464 0.0 0.1 0.0 -0.367
C -2.943554 -3.066819 1.079746 0.0 -0.1 0.0 -0.072
C -2.874837 -3.915790 2.176946 0.0 0.0 0.0 -0.074
C -3.504478 -3.577255 3.365885 0.0 0.0 0.0 -0.101
C -4.190904 -2.372983 3.464411 0.0 0.0 0.0 -0.108
C -4.252927 -1.517237 2.375430 0.0 0.0 0.0 -0.133
C -5.390051 1.526271 -0.281306 0.0 0.1 0.1 -0.213
H -3.881033 4.562898 0.046936 0.0 0.0 0.0 0.086
H -5.899336 5.289132 -1.197512 0.0 0.0 0.0 0.097
H -7.736129 3.668084 -1.572477 0.0 0.0 0.0 0.103
H -8.667624 1.469334 -1.270334 0.0 0.0 0.0 0.104
H -8.429921 -0.887141 -0.535850 0.0 0.0 0.0 0.098
H -6.197883 -1.740300 0.095284 0.0 0.1 0.0 0.094
H -1.816938 -0.756123 -2.426006 -0.2 0.1 0.0 0.057
H -1.738501 -2.002643 -4.517127 0.0 0.0 0.0 0.112
H -3.466973 -3.720548 -5.008056 0.0 0.0 0.0 0.097
H -5.238451 -4.179617 -3.339389 0.0 0.0 0.0 0.094
H -5.320781 -2.927036 -1.247940 0.1 0.0 0.0 0.089
H -2.381719 -3.316017 0.185681 0.0 0.0 0.0 0.085
H -2.276634 -4.814244 2.092415 0.0 0.0 0.0 0.093
H -3.439035 -4.236059 4.224247 0.0 0.0 0.0 0.090
H -4.659830 -2.085590 4.398098 0.0 0.0 0.0 0.093
H -4.767179 -0.567747 2.470367 0.0 0.0 0.0 0.088
C -3.731480 -7.327784 -1.202659 0.0 0.0 0.0 -0.062
C -2.436745 -6.866420 -1.824697 0.0 0.0 0.0 -0.234
C -2.461736 -6.343753 -3.113667 0.0 0.0 0.0 -0.086
C -1.299302 -5.861490 -3.695116 0.0 0.0 0.0 -0.093
C -0.106548 -5.901142 -3.001867 0.0 0.0 0.0 -0.012
C -0.064878 -6.419520 -1.705734 0.0 0.0 -0.1 -0.216
N 1.156666 -6.462013 -1.021149 0.1 -0.2 0.1 0.087
C 2.047730 -5.346258 -1.207042 0.0 0.0 0.0 -0.222
C 3.312790 -5.569164 -1.728800 0.0 0.0 -0.1 -0.043
C 4.182380 -4.505057 -1.935050 0.0 0.0 0.0 -0.098
C 3.769238 -3.213845 -1.639644 0.0 0.0 0.0 -0.058
C 2.496850 -2.994667 -1.128475 0.1 0.0 0.0 -0.015
C 1.632245 -4.054569 -0.882505 0.0 0.0 0.1 -0.059
C 0.276318 -3.827959 -0.222050 -0.1 0.0 -0.1 -0.648
O 0.046693 -4.494679 0.810458 0.0 -0.1 0.0 -0.018
O -0.478952 -2.988714 -0.771498 0.1 -0.1 0.0 -0.170
C -1.236743 -6.912348 -1.109160 0.0 0.0 0.0 -0.162
C -1.167924 -7.428227 0.303407 0.0 0.0 0.0 -0.042
H -4.542093 -7.261599 -1.929273 0.0 0.0 0.0 0.065
H -4.001595 -6.706222 -0.345156 0.0 0.0 0.0 0.078
H -3.676147 -8.361411 -0.853088 0.0 0.0 0.0 0.072
H -3.403244 -6.289590 -3.648876 0.0 0.0 0.0 0.090
H -1.325788 -5.431848 -4.690036 0.0 0.0 0.0 0.095
H 0.798822 -5.498066 -3.437003 0.0 0.0 0.0 0.118
H 1.027227 -6.640862 -0.035372 -0.1 0.2 0.0 0.104
H 3.594249 -6.584353 -1.983265 0.0 0.0 0.0 0.099
H 5.171687 -4.683641 -2.339871 0.0 0.0 0.0 0.089
H 4.423478 -2.365983 -1.803395 0.0 0.0 0.0 0.106
H 2.223181 -1.973818 -0.894740 0.1 -0.2 0.1 0.038
H -0.748618 -6.653241 0.952086 0.0 0.0 0.0 0.062
H -0.535168 -8.320032 0.374806 0.0 0.0 0.0 0.082
H -2.150091 -7.693438 0.688859 0.0 0.0 0.0 0.060
```
Forces are in eV/Å.


Record 3
The following is a DFT calculation (ωB97M-V/def2-TZVPD) of one molecule with the formula C24H33NO5.

Results
charge	0
E_HOMO	-7.68	eV
relative energy (zero: lowest compared OMol25 entry of this formula, charge and spin)	47.8	kcal per mole
LUMO level	0.0192	hartree
structure (SMILES)	CCOc1ccc(CC(=O)C2=C(N3CCOCC3)CC(C)(C)CC2=O)cc1OCC
Kohn-Sham gap	8.20	eV
calculated total energy	-37150.40409	eV

```
63
Properties=species:S:1:pos:R:3:forces:R:3:lowdin_charge:R:1
C 6.268372 0.385631 -2.758754 -0.4 -0.1 0.3 -0.066
C 5.457189 0.057272 -1.513448 0.6 0.1 0.0 -0.254
O 4.101667 -0.065353 -1.910380 -0.3 0.1 0.1 -0.043
C 3.213050 -0.751868 -1.130332 -0.1 -0.1 0.0 -0.200
C 2.130022 -1.295468 -1.813006 0.2 0.1 0.1 0.004
C 1.122111 -1.970891 -1.154463 0.1 0.0 0.1 -0.034
C 1.190491 -2.145205 0.219741 0.2 -0.1 0.0 -0.231
C 2.277218 -1.624005 0.906151 0.1 -0.1 0.0 0.025
C 3.278121 -0.904281 0.267212 0.2 0.1 -0.1 -0.173
O 4.334223 -0.323326 0.922774 -0.2 -0.1 -0.4 -0.075
C 4.344610 -0.269728 2.335768 0.0 0.2 0.4 -0.236
C 3.335522 0.721413 2.908159 0.1 -0.3 -0.3 -0.054
H 3.487154 0.810469 3.980588 0.0 0.0 0.1 0.079
H 3.480906 1.697058 2.449558 0.0 0.1 0.0 0.081
H 2.313773 0.397852 2.725474 -0.1 0.0 0.0 0.044
H 4.199667 -1.268307 2.765682 0.1 0.1 -0.1 0.118
H 5.362163 0.057550 2.571982 -0.1 -0.1 0.0 0.124
H 2.310156 -1.758274 1.974412 0.0 0.1 0.1 0.115
C 0.073209 -2.829796 0.959038 -0.1 -0.3 0.0 -0.057
C -1.264199 -2.261666 0.505785 0.2 -0.2 0.1 -0.355
O -2.088180 -2.989588 -0.025245 0.1 -0.2 0.0 0.055
C -1.370931 -0.805163 0.535867 -0.6 0.1 0.0 -0.050
C -2.282365 -0.174466 -0.307278 0.2 -0.1 0.0 -0.137
N -3.457461 -0.736903 -0.623594 0.2 0.2 0.0 -0.043
C -4.241529 -1.518396 0.309894 -0.5 -0.2 0.4 -0.113
H -3.687969 -1.662609 1.234999 0.0 0.0 -0.1 0.131
C -5.536331 -0.745802 0.610387 0.3 -0.2 0.2 -0.170
H -6.190061 -1.342453 1.247455 0.1 0.0 0.0 0.130
O -6.272671 -0.465997 -0.557104 -0.2 0.0 -0.1 -0.123
C -5.510238 0.291369 -1.463498 0.2 0.0 -0.2 -0.183
H -6.132985 0.433697 -2.348096 0.1 0.0 0.0 0.129
C -4.213049 -0.446197 -1.822001 -0.5 0.4 -0.2 -0.104
H -3.619257 0.123945 -2.533855 0.0 0.0 0.0 0.126
H -4.478371 -1.406053 -2.280148 0.1 0.1 0.0 0.142
H -5.272482 1.274152 -1.024804 0.0 -0.1 -0.1 0.123
H -5.285859 0.194705 1.127334 0.0 -0.1 0.0 0.127
H -4.473088 -2.495313 -0.120178 0.1 0.1 0.1 0.133
C -1.946283 1.168676 -0.892839 0.0 0.1 0.0 -0.056
H -1.219678 1.031126 -1.699796 0.0 0.0 -0.1 0.145
C -1.331207 2.093442 0.168298 0.0 0.1 -0.1 -0.542
C -0.111922 1.385583 0.753265 0.0 0.0 0.1 -0.052
C -0.421444 0.004713 1.296444 -0.2 0.5 0.0 -0.358
O 0.082136 -0.363822 2.342611 0.0 0.0 0.1 0.066
H 0.643241 1.241261 -0.026598 0.1 0.0 -0.1 0.140
H 0.337745 1.979623 1.551386 0.0 0.0 0.0 0.134
C -0.910878 3.410246 -0.486360 -0.1 -0.3 0.1 -0.041
H -0.457405 4.068893 0.250245 0.1 0.1 0.1 0.088
H -1.772148 3.919251 -0.914497 -0.1 0.1 -0.1 0.085
H -0.186367 3.233424 -1.278065 0.1 0.0 -0.1 0.087
C -2.353617 2.376092 1.271507 0.1 -0.1 -0.1 -0.021
H -1.927876 3.043418 2.016869 0.0 0.1 0.1 0.092
H -3.242841 2.850099 0.859340 -0.1 0.1 0.0 0.087
H -2.647587 1.455466 1.771204 -0.1 -0.1 0.1 0.087
H -2.832364 1.652036 -1.305594 0.0 0.0 0.0 0.115
H 0.188606 -2.686417 2.032635 0.0 0.0 0.0 0.120
H 0.061061 -3.900068 0.737504 -0.1 0.1 0.0 0.130
H 0.284311 -2.367025 -1.708718 -0.1 0.0 -0.1 0.122
H 2.098127 -1.156931 -2.882680 0.0 0.0 -0.1 0.118
H 5.806558 -0.881141 -1.068621 -0.1 0.1 0.0 0.128
H 5.564967 0.855055 -0.769554 0.0 -0.2 -0.1 0.119
H 5.904794 1.307390 -3.204742 0.0 0.1 -0.1 0.074
H 7.315695 0.504633 -2.495791 0.1 0.0 0.0 0.073
H 6.171749 -0.413036 -3.489540 0.0 -0.1 -0.1 0.075
```
Forces are in eV/Å.